This record from OMol25 describes a structure of composition C47H38N4O4P2RuS4 at a distorted geometry. The level of theory is the ωB97M-V functional and the def2-TZVPD basis.

- LUMO level (alpha / beta): -0.90 / -2.04 eV
- Spin multiplicity: 5
- Gap between HOMO and LUMO (alpha / beta): 0.223 / 0.180 hartree
- <S²>: 6.04
- Highest occupied orbital energy (alpha / beta): -6.978 / -6.948 eV
- Maximum force: 1.828 eV/Å
- Energy: -4704.19515 hartree

CARTESIAN COORDINATES (ANGSTROEM)
Ru1 1.01249 -0.85983 -0.60663
S1 -0.48803 -4.27649 -1.25049
S2 1.01456 -5.31594 -0.69966
S3 2.42315 -4.14679 0.42716
S4 2.75758 -2.36345 -0.42096
C1 -2.49683 3.56500 4.05757
C2 -2.90109 2.34036 3.22118
C3 -4.38207 2.01237 3.47020
C4 -2.04156 1.14859 3.63169
C5 -2.00465 0.68316 4.94199
C6 -1.21980 -0.40317 5.30255
C7 -0.44827 -1.05421 4.35179
C8 -0.46201 -0.62166 3.03305
P1 0.43622 -1.57718 1.70649
C9 1.95220 -1.82969 2.70915
C10 2.38515 -2.97615 3.36544
C11 3.50373 -2.93549 4.18913
C12 4.20309 -1.75321 4.36429
C13 3.78487 -0.60657 3.70244
C14 2.66738 -0.64326 2.88641
C15 -0.76746 -2.95492 1.69476
C16 -0.66440 -4.19384 2.30671
C17 -1.74465 -5.07081 2.29243
C18 -2.93434 -4.71331 1.68301
C19 -3.04867 -3.46743 1.07660
C20 -1.97270 -2.60070 1.07875
C21 -1.26027 0.46150 2.71627
O1 -1.22674 0.77744 1.39694
C22 -1.86775 1.88063 0.93899
C23 -1.60166 2.15177 -0.39147
C24 -2.22722 3.24926 -0.96701
C25 -3.08866 4.03142 -0.21359
C26 -3.30971 3.73584 1.12460
C27 -2.69381 2.65292 1.74215
P2 -0.39208 1.10239 -1.32013
C28 -1.47497 0.61133 -2.69714
C29 -1.81681 1.43523 -3.76843
C30 -2.71933 0.99298 -4.72483
C31 -3.29474 -0.26496 -4.61501
C32 -2.96827 -1.08542 -3.54595
C33 -2.06110 -0.65009 -2.59518
C34 0.70929 2.43710 -1.92088
C35 1.21784 2.46852 -3.21601
C36 2.10803 3.46096 -3.60074
C37 2.51187 4.42344 -2.68674
C38 2.03396 4.38127 -1.38337
C39 1.14007 3.39236 -1.00243
H1 -2.65493 3.37585 5.11968
H2 -3.09101 4.43660 3.78156
H3 -1.44385 3.80421 3.90450
H4 -4.55394 1.77634 4.52105
H5 -4.69286 1.15548 2.87117
H6 -5.01325 2.86235 3.20697
H7 -2.60253 1.17551 5.69912
H8 -1.21130 -0.74558 6.32828
H9 0.16546 -1.89817 4.64081
H10 1.89003 -3.92130 3.22698
H11 3.82585 -3.83929 4.68933
H12 5.07232 -1.72488 5.00816
H13 4.32825 0.32166 3.82061
H14 2.36485 0.25443 2.36659
H15 0.24703 -4.51087 2.78436
H16 -1.64587 -6.03963 2.76403
H17 -3.76839 -5.40213 1.67241
H18 -3.97214 -3.17723 0.59273
H19 -2.06298 -1.63349 0.59345
H20 -2.03402 3.50781 -1.99925
H21 -3.57795 4.88319 -0.66593
H22 -3.97362 4.36868 1.70078
H23 -1.36906 2.41339 -3.87704
H24 -2.97209 1.63472 -5.55867
H25 -3.98964 -0.60914 -5.36938
H26 -3.39568 -2.07637 -3.46964
H27 -1.77891 -1.30985 -1.78217
H28 0.95284 1.70147 -3.93095
H29 2.49184 3.47180 -4.61237
H30 3.20417 5.19937 -2.98676
H31 2.36347 5.11415 -0.65857
H32 0.78411 3.35945 0.02021
O2 3.17014 -0.29304 -4.01709
C40 3.43736 0.15460 -2.93443
C41 4.74179 0.87244 -2.58213
C42 4.51665 1.41997 -1.17317
C43 3.18035 0.83039 -0.81757
O3 2.60230 0.92424 0.27962
N1 2.60701 0.14739 -1.80950
H33 4.94642 1.63356 -3.33241
H34 5.54213 0.13361 -2.62859
H35 4.44063 2.50834 -1.13774
H36 5.26279 1.11147 -0.44184
N2 0.16130 -1.08101 -4.71030
C44 0.79656 -1.97963 -3.90365
O4 0.76144 -1.87929 -2.63772
C45 1.44708 -3.06735 -4.50661
C46 1.40046 -3.21825 -5.91786
N3 1.30485 -3.27220 -7.06732
C47 2.24027 -3.96033 -3.74412
N4 2.88854 -4.69406 -3.13254
H37 0.44563 -1.05689 -5.67738
H38 -0.06175 -0.19378 -4.29476

---

This record from OMol25 describes a structure of composition C47H39BLaN6O2S at a distorted geometry. The level of theory is the ωB97M-V functional and the def2-TZVPD basis.

- Charge: -1
- LUMO level: 2.31 eV
- Gap between HOMO and LUMO: 0.242 hartree
- Highest occupied orbital energy: -4.286 eV
- Maximum force: 1.220 eV/Å
- Energy: -2748.43492 hartree

CARTESIAN COORDINATES (ANGSTROEM)
La1 0.49419 -0.29372 -0.38851
C1 -5.11211 1.57309 -1.53146
C2 -3.66296 1.51714 -1.87747
C3 -3.06759 1.71468 -3.10589
C4 -1.69852 1.53659 -2.86923
N1 -1.47887 1.24983 -1.60135
N2 -2.68949 1.25639 -0.97613
B1 -2.84659 0.97970 0.53921
N3 -1.78536 1.76660 1.35783
N4 -0.47833 1.78415 0.99866
C5 0.14467 2.62221 1.80151
C6 -0.74951 3.17277 2.72665
C7 -1.96863 2.60351 2.40525
C8 -3.30079 2.79651 3.04649
C9 1.59292 2.78579 1.58804
C10 2.48903 2.84421 2.64946
C11 3.85202 2.89670 2.39925
C12 4.33093 2.89100 1.09578
C13 3.44160 2.83213 0.03270
C14 2.07862 2.78795 0.28305
N5 -2.81126 -0.53853 0.90012
N6 -1.68169 -1.30061 0.80669
C15 -1.99502 -2.51417 1.25207
C16 -3.34333 -2.55762 1.62283
C17 -3.81889 -1.28257 1.39840
C18 -5.19471 -0.76087 1.64813
C19 -0.99519 -3.59855 1.37627
C20 0.17945 -3.64468 0.63405
C21 1.09389 -4.67181 0.80346
C22 0.84062 -5.68501 1.71615
C23 -0.32962 -5.65604 2.46219
C24 -1.23610 -4.62252 2.29258
C25 -0.58099 1.68165 -3.82241
C26 -0.57442 0.95927 -5.01248
C27 0.45805 1.11962 -5.92129
C28 1.49502 2.00462 -5.65209
C29 1.49506 2.72548 -4.46692
C30 0.46025 2.56187 -3.55904
H1 -5.66260 1.96827 -2.38505
H2 -5.31000 2.20621 -0.66740
H3 -5.51223 0.58179 -1.31123
H4 -3.54305 1.97675 -4.03471
H5 -3.93141 1.36626 0.87088
H6 -0.54158 3.88075 3.50908
H7 -3.19142 3.44762 3.91303
H8 -3.72583 1.84971 3.38043
H9 -4.02104 3.24915 2.36399
H10 2.12261 2.77482 3.66660
H11 4.54485 2.90288 3.23084
H12 5.39689 2.91322 0.90784
H13 3.79661 2.80083 -0.98844
H14 1.38393 2.75621 -0.54964
H15 -3.90553 -3.39409 1.99686
H16 -5.79215 -1.54683 2.10904
H17 -5.69119 -0.44988 0.72981
H18 -5.18840 0.09739 2.31946
H19 0.43022 -2.90921 -0.11986
H20 1.99814 -4.66488 0.21065
H21 1.55507 -6.48709 1.84984
H22 -0.53303 -6.43412 3.18679
H23 -2.13449 -4.58978 2.89579
H24 -1.36259 0.24089 -5.19657
H25 0.47451 0.52108 -6.82252
H26 2.30942 2.11625 -6.35654
H27 2.30432 3.40850 -4.24290
H28 0.45987 3.11865 -2.62773
O1 2.15040 -1.80102 -1.41367
C31 2.03209 -1.01314 -2.38978
O2 1.97478 0.24526 -2.18044
C32 1.70119 -1.57339 -3.72888
C33 2.62493 -1.58854 -4.75868
C34 2.29465 -2.15523 -5.98248
C35 1.02375 -2.69485 -6.14276
C36 0.09745 -2.65919 -5.11163
C37 0.40034 -2.08863 -3.87126
S1 -0.81623 -1.95627 -2.59002
H29 3.60440 -1.15371 -4.59915
H30 3.01048 -2.17294 -6.79400
H31 0.74529 -3.14662 -7.08826
H32 -0.89197 -3.07442 -5.25983
C38 1.18853 0.26325 5.77755
C39 0.15264 0.09246 4.83062
C40 0.45933 -0.16219 3.52420
C41 1.80251 -0.25422 3.06202
C42 2.08240 -0.47990 1.66575
C43 3.42047 -0.55917 1.33908
C44 4.46456 -0.43290 2.29749
C45 4.17777 -0.20191 3.60784
C46 2.82584 -0.09820 4.02874
C47 2.49163 0.16467 5.38191
H33 0.95058 0.46313 6.81569
H34 -0.88139 0.16365 5.14488
H35 -0.34192 -0.30154 2.80727
H36 3.71743 -0.74380 0.30982
H37 5.49919 -0.51236 1.98150
H38 4.96922 -0.08798 4.34251
H39 3.29339 0.28156 6.10318

---

> Among the records above, which one has the lowest energy?

C47H38N4O4P2RuS4

---

> Which value of energy does entry 2 give?

-2748.43492 hartree